## P
C4H8N4 | ωB97M-V/def2-TZVPD

Results
Frontier orbital gap   10.26 eV
HOMO   -9.33 eV

Each line ends with the Mulliken charge.
Cartesian coordinates (Å):
C -0.218 1.927 -0.670  0.539
C -0.205 -0.442 -0.589  -0.150
C -0.545 -2.332 0.978  -0.546
C 1.049 -2.360 0.757  -0.206
H 1.634 2.357 -1.139  0.330
H 0.523 3.752 -0.564  0.262
H -2.097 2.887 -0.739  0.228
H -1.451 -0.029 -0.131  0.282
H -0.900 -1.240 1.670  0.228
H -0.981 -3.326 1.044  0.310
H 1.802 -3.266 0.540  0.245
H 1.434 -1.403 1.372  0.204
N 0.672 2.886 -1.002  -0.426
N -1.527 1.991 -0.422  -0.674
N 0.528 0.515 -0.639  -0.320
N 0.282 -1.916 -0.465  -0.306

---

## Q
C4H8N4 | ωB97M-V/def2-TZVPD

Results
SMILES   [H]/N=C1/NN[C@H]2CN[C@@H]12
Frontier orbital gap   9.46 eV
HOMO   -8.68 eV

Each line ends with the Mulliken charge.
Cartesian coordinates (Å):
H -1.211 2.380 0.437  0.272
N -1.738 1.687 -0.166  -0.739
C -1.214 0.605 0.169  0.332
N -1.664 -0.566 -0.465  -0.338
N -0.699 -1.563 -0.449  -0.451
C 0.526 -0.960 0.198  -0.083
C 1.395 -0.097 -0.682  -0.664
N 1.157 1.129 0.150  -0.561
C 0.107 0.292 0.894  0.008
H -1.983 -0.440 -1.483  0.330
H -0.993 -2.286 0.190  0.318
H 1.030 -1.673 0.902  0.281
H 0.760 0.009 -1.577  0.258
H 2.463 -0.294 -0.842  0.347
H 1.919 1.327 0.759  0.268
H 0.145 0.449 1.963  0.421

---

Least stable: P

---

## P
C4H8N4 | ωB97M-V/def2-TZVPD

Results
SMILES   Cn1ccnc1NN
Frontier orbital gap   9.15 eV
HOMO   -8.32 eV

Each line ends with the Mulliken charge.
Cartesian coordinates (Å):
C -1.179 -1.422 -0.031  -0.845
N -0.839 -0.059 -0.123  0.195
C -1.631 1.089 -0.285  -0.171
C -0.811 2.142 -0.226  -0.471
N 0.474 1.764 -0.031  -0.538
C 0.499 0.443 -0.110  0.257
N 1.653 -0.399 0.280  -0.237
N 2.857 0.455 0.392  -0.647
H -2.231 -1.548 0.215  0.338
H -1.095 -2.115 -0.927  0.229
H -0.472 -1.794 0.698  0.360
H -2.719 1.048 -0.654  0.291
H -1.025 3.190 -0.003  0.360
H 1.811 -1.117 -0.466  0.268
H 2.912 1.107 -0.386  0.303
H 2.800 1.085 1.277  0.307

---

## Q
C4H8N4 | ωB97M-V/def2-TZVPD

Results
SMILES   CC1=C(NN)CN=N1
Frontier orbital gap   8.82 eV
HOMO   -8.29 eV

Each line ends with the Mulliken charge.
Cartesian coordinates (Å):
C 0.527 2.043 0.071  -0.843
C 0.810 0.597 -0.064  -0.024
C 0.022 -0.508 -0.063  1.021
N -1.244 -1.080 0.057  -0.251
N -2.134 0.120 0.094  -0.497
C 0.995 -1.580 0.074  -0.812
N 2.324 -0.979 0.085  -0.506
N 2.138 0.295 -0.079  -0.221
H 1.317 2.694 -0.549  0.308
H -0.618 2.310 -0.397  0.206
H 0.750 2.560 1.157  0.203
H -1.484 -1.968 -0.554  0.281
H -2.820 0.025 0.707  0.215
H -2.601 0.126 -0.837  0.224
H 1.030 -2.308 -0.656  0.389
H 0.989 -2.347 0.952  0.307

---

## R
C4H8N4 | ωB97M-V/def2-TZVPD

Results
SMILES   [H]/N=C\NC(=C)N/C=N/[H]
Frontier orbital gap   9.17 eV
HOMO   -8.37 eV

Each line ends with the Mulliken charge.
Cartesian coordinates (Å):
H -3.137 -1.022 0.747  0.205
N -2.683 -1.393 -0.031  -0.670
C -1.731 -0.579 -0.414  0.040
N -1.185 0.475 0.281  -0.253
C 0.029 1.098 -0.002  0.533
C 0.342 2.408 0.065  -0.843
N 1.051 0.240 -0.327  -0.376
C 1.550 -0.888 0.420  0.020
N 2.562 -1.437 -0.179  -0.633
H 2.844 -2.052 0.814  0.274
H -1.141 -0.660 -1.352  0.398
H -1.908 0.972 0.734  0.238
H 1.457 2.617 -0.392  0.148
H -0.360 3.222 0.364  0.276
H 1.900 0.532 -0.926  0.333
H 0.989 -1.039 1.381  0.310

---

Least stable: Q

---

## P
C11H15NO | ωB97M-V/def2-TZVPD

Results
SMILES   Oc1ccc(N2CCCCC2)cc1
Frontier orbital gap   7.89 eV
HOMO   -6.96 eV

Each line ends with the Mulliken charge.
Cartesian coordinates (Å):
O 4.759 -0.241 0.571  -0.552
C 3.476 -0.082 0.154  0.579
C 2.670 -1.234 -0.065  -0.979
C 1.324 -1.097 -0.425  -0.400
C 0.757 0.189 -0.479  0.902
N -0.606 0.304 -0.678  0.021
C -1.335 -0.831 -1.128  -1.234
C -1.921 -1.505 0.121  -0.494
C -2.466 -0.377 1.135  -0.509
C -2.714 0.924 0.412  -0.653
C -1.438 1.464 -0.164  -0.923
C 1.608 1.269 -0.404  -0.505
C 2.942 1.124 -0.177  -0.441
H 5.196 0.579 0.801  0.282
H 3.059 -2.170 0.204  0.427
H 0.783 -2.043 -0.493  0.223
H -2.228 -0.509 -1.672  0.391
H -0.679 -1.467 -1.705  0.600
H -2.725 -2.298 -0.102  0.409
H -1.145 -2.063 0.592  0.223
H -1.785 -0.277 1.988  0.297
H -3.489 -0.698 1.539  0.299
H -2.965 1.718 1.127  0.347
H -3.541 0.913 -0.288  0.371
H -1.580 2.134 -0.989  0.301
H -0.859 1.910 0.636  0.478
H 1.360 2.320 -0.471  0.345
H 3.541 2.044 -0.040  0.193

---

## Q
C11H15NO | ωB97M-V/def2-TZVPD

Results
SMILES   Cc1c[nH]c2ccccc12.CCO
Frontier orbital gap   8.58 eV
HOMO   -7.91 eV

Each line ends with the Mulliken charge.
Cartesian coordinates (Å):
C 1.403 -1.386 -3.266  -1.152
C 1.397 -0.343 -2.212  0.484
C 2.292 -0.149 -1.202  -0.688
N 1.858 0.877 -0.288  -0.117
C 0.708 1.379 -0.825  -0.232
C -0.397 2.056 -0.210  -0.624
C -1.483 2.195 -1.019  -0.343
C -1.652 1.805 -2.353  -0.478
C -0.602 1.087 -2.931  -0.617
C 0.420 0.694 -2.030  0.950
H 2.476 -1.797 -3.387  0.305
H 0.829 -0.974 -4.101  0.274
H 0.683 -2.177 -2.953  0.273
H 3.157 -0.737 -0.784  0.316
H 2.303 1.060 0.610  0.238
H -0.361 2.580 0.757  0.410
H -2.258 2.857 -0.593  0.269
H -2.455 2.076 -3.018  0.384
H -0.682 0.872 -3.977  0.348
C -0.445 -2.011 4.176  -0.965
C -1.507 -1.036 3.641  -0.164
O -0.913 0.225 3.331  -0.499
H -0.163 -2.038 5.226  0.291
H 0.531 -1.986 3.659  0.273
H -0.736 -3.075 4.103  0.324
H -1.869 -1.387 2.625  0.240
H -2.192 -0.811 4.470  0.238
H -0.340 0.145 2.552  0.259

---

Least stable: Q

---

## P
C11H15NO | ωB97M-V/def2-TZVPD

Results
SMILES   C=C=C(C)NC(=O)CC1=C(C)[C@H]1C
Frontier orbital gap   8.97 eV
HOMO   -8.25 eV

Each line ends with the Mulliken charge.
Cartesian coordinates (Å):
C -1.267 -3.289 0.025  -0.710
C -1.032 -2.401 -0.888  -0.186
C -0.614 -1.817 -2.027  0.944
C -0.365 -2.670 -3.242  -1.588
N -0.535 -0.487 -2.250  -0.153
C -0.450 0.548 -1.292  0.431
O -0.304 1.687 -1.674  -0.599
C -0.407 0.028 0.164  -0.589
C -0.121 1.230 1.011  0.092
C 0.045 1.883 2.133  -0.226
C -0.379 1.946 3.579  -1.182
C 0.828 2.409 1.037  0.008
C 2.313 2.211 1.032  -1.322
H -0.396 -3.801 0.419  0.260
H -2.350 -3.496 0.414  0.231
H -1.153 -2.545 -3.936  0.351
H -0.405 -3.715 -2.930  0.349
H 0.525 -2.310 -3.754  0.403
H -0.261 -0.244 -3.238  0.271
H -1.258 -0.650 0.292  0.472
H 0.443 -0.601 0.135  0.504
H -1.245 2.786 3.617  0.251
H -0.609 1.031 3.999  0.371
H 0.458 2.430 4.124  0.287
H 0.559 3.219 0.328  0.318
H 2.834 3.112 0.671  0.320
H 2.684 2.001 2.002  0.373
H 2.462 1.505 0.251  0.320

---

## Q
C11H15NO | ωB97M-V/def2-TZVPD

Results
SMILES   Cc1c[nH]c2ccccc12.CCO
Frontier orbital gap   8.88 eV
HOMO   -7.95 eV

Each line ends with the Mulliken charge.
Cartesian coordinates (Å):
C -4.009 -1.936 -1.019  -1.222
C -3.166 -1.849 0.199  0.354
C -2.946 -2.587 1.326  -0.697
N -1.987 -2.035 2.149  -0.200
C -1.428 -0.986 1.399  0.080
C -0.312 -0.206 1.803  -0.878
C 0.112 0.718 0.893  -0.314
C -0.723 1.128 -0.209  -0.742
C -1.817 0.376 -0.513  -0.247
C -2.159 -0.759 0.255  0.789
H -4.812 -2.674 -0.945  0.342
H -3.446 -2.102 -1.941  0.274
H -4.485 -0.945 -1.101  0.306
H -3.702 -3.316 1.595  0.352
H -1.389 -2.598 2.741  0.268
H 0.064 -0.403 2.799  0.378
H 1.088 1.183 0.974  0.429
H -0.477 2.075 -0.659  0.422
H -2.492 0.620 -1.336  0.293
C 4.439 1.597 -1.814  -1.072
C 3.722 1.869 -0.476  0.019
O 4.578 2.007 0.628  -0.518
H 5.193 2.378 -1.938  0.335
H 3.743 1.718 -2.636  0.314
H 4.831 0.585 -1.753  0.303
H 3.047 2.722 -0.640  0.210
H 3.122 0.995 -0.178  0.123
H 5.412 2.426 0.399  0.297

---

## R
C11H15NO | ωB97M-V/def2-TZVPD

Results
SMILES   COc1cccc2c1C[C@H](N)CC2
Frontier orbital gap   8.83 eV
HOMO   -8.03 eV

Each line ends with the Mulliken charge.
Cartesian coordinates (Å):
C -3.195 -2.259 0.119  -0.764
O -1.875 -1.591 0.278  -0.332
C -1.775 -0.315 0.032  0.238
C -2.718 0.776 0.081  -0.725
C -2.262 2.147 -0.156  -0.539
C -0.873 2.386 -0.160  -0.743
C 0.078 1.241 -0.138  1.131
C -0.295 -0.058 -0.187  0.658
C 0.693 -1.159 0.111  -0.628
C 2.258 -0.447 -0.220  -0.048
N 3.328 -1.679 -0.259  -0.720
C 2.533 0.561 0.882  -0.504
C 1.548 1.628 0.116  -1.327
H -3.516 -1.931 -0.970  0.286
H -3.233 -3.330 -0.089  0.293
H -3.825 -1.749 0.971  0.290
H -3.773 0.383 -0.102  0.271
H -3.021 2.952 -0.137  0.352
H -0.525 3.483 -0.285  0.193
H 0.643 -1.585 1.241  0.176
H 0.746 -1.992 -0.588  0.315
H 2.113 0.134 -1.254  0.173
H 4.325 -1.116 -0.396  0.308
H 3.355 -2.293 -1.349  0.286
H 3.555 1.134 0.872  0.262
H 2.205 0.251 1.811  0.396
H 1.335 2.690 0.533  0.296
H 2.169 1.740 -0.757  0.405

---

## S
C11H15NO | ωB97M-V/def2-TZVPD

Results
Frontier orbital gap   8.02 eV
HOMO   -8.07 eV

Each line ends with the Mulliken charge.
Cartesian coordinates (Å):
C -4.663 0.271 -0.239  -0.604
C -2.192 -0.379 0.303  0.360
C -1.590 -1.723 0.089  -0.513
C -0.262 -1.796 -0.104  -0.518
C 0.452 -0.699 -0.387  0.527
C 1.991 -0.758 -0.334  0.537
C 2.468 0.340 0.706  -1.290
C 1.703 1.631 0.591  -0.396
C 0.876 1.721 -0.557  -0.910
C -0.025 0.557 -0.469  0.870
C -1.349 0.717 -0.225  -1.353
H -5.129 1.178 0.519  0.236
H -4.222 0.602 -1.266  0.271
H -5.711 -0.222 -0.407  0.280
H -2.166 -2.620 0.539  0.288
H 0.218 -2.800 -0.025  0.326
H 2.500 -0.283 -1.366  0.190
H 3.859 -1.487 0.982  0.264
H 3.871 -2.327 -1.319  0.255
H 2.490 -0.116 1.762  0.443
H 3.665 0.437 0.765  0.304
H 2.730 2.244 0.628  0.164
H 1.204 1.874 1.468  0.361
H 1.505 2.271 -1.639  0.213
H 0.149 2.384 -0.320  0.375
H -1.728 1.626 -0.163  0.604
N 2.854 -1.956 -0.144  -0.824
O -3.497 -0.686 0.612  -0.460

---

Least stable: S

---

## P
C11H15NO | ωB97M-V/def2-TZVPD

Results
SMILES   Cc1c[nH]c2ccccc12.CCO
Frontier orbital gap   8.46 eV
HOMO   -7.71 eV

Each line ends with the Mulliken charge.
Cartesian coordinates (Å):
C 1.970 -0.955 -3.809  -1.308
C 1.304 -0.543 -2.554  0.699
C 0.073 0.091 -2.523  -0.794
N -0.277 0.405 -1.229  0.001
C 0.713 -0.033 -0.401  -0.095
C 0.720 -0.104 1.047  -0.650
C 1.900 -0.427 1.620  -0.598
C 3.036 -0.693 0.805  -0.447
C 2.983 -0.834 -0.546  -0.495
C 1.727 -0.590 -1.185  0.556
H 2.602 -1.821 -3.611  0.350
H 2.589 -0.120 -4.165  0.255
H 1.214 -1.167 -4.563  0.389
H -0.379 0.465 -3.430  0.357
H -1.095 0.933 -0.960  0.161
H -0.249 0.169 1.448  0.537
H 1.875 -0.619 2.688  0.370
H 3.960 -0.935 1.322  0.323
H 3.878 -1.066 -1.106  0.374
C -4.606 1.024 1.702  -0.899
C -3.801 0.422 2.819  -0.200
O -2.884 1.504 3.178  -0.525
H -4.008 1.484 0.926  0.237
H -5.219 1.866 2.069  0.272
H -5.433 0.376 1.369  0.335
H -4.306 0.122 3.741  0.307
H -3.130 -0.396 2.558  0.203
H -3.223 2.102 3.833  0.284

---

## Q
C11H15NO | ωB97M-V/def2-TZVPD

Results
SMILES   Cc1c[nH]c2ccccc12.CCO
Frontier orbital gap   8.60 eV
HOMO   -7.79 eV

Each line ends with the Mulliken charge.
Cartesian coordinates (Å):
C 2.883 0.878 1.334  -1.324
C 1.482 0.509 0.979  0.767
C 0.417 1.356 0.788  -0.656
N -0.755 0.692 0.628  0.069
C -0.490 -0.653 0.676  0.335
C -1.396 -1.690 0.993  -0.902
C -0.928 -2.798 1.646  -0.518
C 0.435 -2.931 1.955  -0.582
C 1.352 -2.003 1.529  -0.688
C 0.903 -0.826 0.887  0.624
H 3.489 0.035 1.670  0.322
H 2.872 1.691 2.068  0.343
H 3.375 1.369 0.496  0.299
H 0.594 2.420 0.661  0.338
H -1.625 1.099 0.357  0.214
H -2.453 -1.567 0.761  0.347
H -1.597 -3.624 1.870  0.356
H 0.845 -3.822 2.406  0.352
H 2.407 -2.246 1.585  0.332
C -2.025 1.625 -2.162  -0.964
C -0.913 1.454 -3.172  -0.164
O -0.017 0.404 -2.852  -0.531
H -2.848 2.284 -2.461  0.411
H -1.716 2.053 -1.213  0.059
H -2.448 0.625 -2.046  0.324
H -1.395 1.214 -4.135  0.263
H -0.307 2.353 -3.304  0.252
H -0.140 0.099 -1.947  0.323

---

Least stable: P

---

## P
C3H5NOS2 | ωB97M-V/def2-TZVPD

Results
Frontier orbital gap   7.72 eV
HOMO   -8.84 eV

Each line ends with the Mulliken charge.
Cartesian coordinates (Å):
C -0.051 0.954 -2.182  -0.731
C 0.393 -0.521 0.042  0.339
C 0.479 -0.806 1.504  -0.078
H -0.774 0.081 -2.779  0.271
H 0.029 2.243 -2.818  0.277
H 1.116 0.491 -2.266  0.221
H 1.547 -1.322 1.899  0.242
H -1.893 0.189 3.212  0.339
N -0.162 -0.612 2.566  -0.314
O -1.329 0.070 2.335  -0.385
S -0.732 0.704 -0.480  0.067
S 1.378 -1.472 -1.034  -0.248

---

## Q
C3H5NOS2 | ωB97M-V/def2-TZVPD

Results
SMILES   C1=NSCSCO1
Frontier orbital gap   9.21 eV
HOMO   -8.46 eV

Each line ends with the Mulliken charge.
Cartesian coordinates (Å):
C 0.018 -1.806 0.118  0.195
N 1.031 -1.407 0.719  -0.406
S 1.956 -0.042 0.953  0.053
C 0.969 1.399 0.327  -0.673
S 0.057 1.191 -1.259  -0.026
C -1.248 0.147 -0.667  -0.419
O -0.970 -1.216 -0.539  -0.331
H -0.078 -2.876 0.068  0.376
H 1.634 2.265 0.315  0.348
H 0.288 1.679 1.134  0.329
H -1.647 0.519 0.294  0.311
H -2.010 0.147 -1.461  0.243

---

Least stable: P